Entry 1:
The following is a DFT calculation (wB97M-V/def2-TZVPD) of 2 unconnected molecules or ions with the total composition CHN3O2.

Properties
E_tot = -9613.42359 eV
SMILES = N#[N+][O-].N#CO
LUMO level = -0.39 eV
Energy above the lowest of the compared OMol25 structures with the same formula, charge and spin = 384.26 kJ/mol

Geometry (Å):
C 0.6764 -1.3162 0.2679
N 1.1270 -1.0639 1.2416
N 0.6641 1.7214 0.8379
N -0.3100 1.8503 0.3215
O -1.1359 2.1504 -0.3983
O -0.0889 -1.8410 -1.0280
H -0.9329 -1.5009 -1.2426

Forces on the atoms, in the same order (eV/Å):
C -7.1 -3.5 -10.9
N 3.0 1.4 5.6
N 0.6 -0.6 1.5
N 3.9 0.3 1.1
O -4.6 0.6 -2.6
O 5.7 0.2 4.4
H -1.6 1.6 0.8

From a natural (NBO) analysis of the wavefunction, the atomic charges in e read: 0.547 -0.366 -0.076 0.418 -0.343 -0.686 0.506


Entry 2:
The following is a DFT calculation (wB97M-V/def2-TZVPD) of C3H3NOS2 in the gas phase.

Properties
E_tot = -28364.93273 eV
SMILES = Sc1cnc(S)o1
LUMO level = 0.24 eV
Energy above the lowest of the compared OMol25 structures with the same formula, charge and spin = 279.93 kJ/mol

Geometry (Å):
C -0.8206 -0.5319 0.0915
C -0.5058 -0.6048 1.4248
C 1.1358 0.2646 0.3192
H -1.7948 -0.5501 -2.1433
H -0.8461 -0.6948 2.4025
H 1.7970 1.8461 -1.5453
N 0.7079 0.0336 1.4928
O 0.1892 -0.1955 -0.6616
S -2.4832 -0.5242 -0.8057
S 2.6207 0.9570 -0.5750

Forces on the atoms, in the same order (eV/Å):
C -4.5 -1.6 0.2
C 0.9 1.7 -2.1
C 0.7 0.0 -2.7
H -1.4 0.0 2.6
H -1.9 -0.8 0.8
H 1.6 -2.0 2.2
N 2.8 0.5 0.0
O 1.5 1.6 0.9
S 3.4 -0.4 -1.4
S -3.1 1.1 -0.4

From a natural (NBO) analysis of the wavefunction, the atomic charges in e read: 0.214 -0.192 0.333 0.175 0.242 0.180 -0.439 -0.460 -0.037 -0.017


Entry 3:
The following is a DFT calculation (wB97M-V/def2-TZVPD) of 2 unconnected molecules or ions with the total composition C3H9NO2S.

Properties
E_tot = -19676.88260 eV
SMILES = O=CNCCS.O
LUMO level = 0.74 eV
Energy above the lowest of the compared OMol25 structures with the same formula, charge and spin = 147.67 kJ/mol

Geometry (Å):
O 1.4941 1.4587 0.7907
C 0.5300 0.8003 0.4971
N 0.2674 0.2317 -0.7112
C -0.4674 -0.9856 -0.8343
C -1.7039 -0.8445 -1.7783
S -2.8565 0.3408 -1.0861
H -0.2636 0.6935 1.2553
H 0.7082 0.5650 -1.5603
H -0.9373 -1.2456 0.1120
H 0.1363 -1.8387 -1.1525
H -2.2534 -1.7894 -1.8358
H -1.4784 -0.7203 -2.8402
H -2.6672 1.4218 -1.8692
H 2.5133 1.1009 3.6098
H 3.8476 0.4129 4.0035
O 3.1309 0.3983 3.3998

Forces on the atoms, in the same order (eV/Å):
O 0.3 0.5 -0.4
C 0.0 0.4 0.6
N 0.0 -0.2 -0.4
C -1.8 -0.2 -0.8
C 0.5 -0.8 -0.2
S -0.6 0.5 -0.2
H -0.2 -0.7 -0.2
H 0.4 0.0 0.5
H 0.4 0.0 0.3
H 0.2 0.1 0.0
H 0.1 -0.1 0.5
H 0.3 0.7 0.2
H 0.2 -0.3 0.1
H 0.2 0.2 0.1
H 0.8 0.3 1.0
O -1.0 -0.5 -1.1

From a natural (NBO) analysis of the wavefunction, the atomic charges in e read: -0.580 0.537 -0.643 -0.223 -0.553 -0.039 0.109 0.401 0.208 0.197 0.227 0.226 0.132 0.476 0.465 -0.941


Entry 4:
The following is a DFT calculation (wB97M-V/def2-TZVPD) of C3H8NO2P in the gas phase.

Properties
E_tot = -18112.71278 eV
LUMO level = 0.78 eV
Energy above the lowest of the compared OMol25 structures with the same formula, charge and spin = 228.56 kJ/mol

Geometry (Å):
C 0.1696 -0.6796 1.2811
C 0.8052 -0.6941 -0.9175
C -0.9263 0.2758 1.0778
N 2.1398 -0.1660 -1.1049
O -0.1561 0.0689 -1.4646
O -2.0061 1.8422 -0.9169
P -0.5559 1.4451 -0.3574
H -0.2238 -1.7160 1.2978
H 0.7401 -1.8457 -1.1109
H -1.8170 -0.1787 0.7742
H -1.2489 0.8493 1.9009
H 2.7440 -0.7283 -0.6244
H 2.0848 0.7682 -0.8122
H 0.9947 -0.3814 1.9494
H -2.7440 1.1404 -0.9725

Forces on the atoms, in the same order (eV/Å):
C 0.7 -0.9 -2.7
C 0.6 -1.8 1.8
C 0.8 1.0 -1.2
N -3.6 -0.5 -1.8
O -0.7 1.1 1.5
O -1.9 -1.1 -0.4
P 0.4 -1.6 -0.5
H 0.8 0.6 0.5
H 0.0 2.3 0.1
H -1.5 -1.2 -0.7
H 0.1 1.1 1.3
H 2.2 -1.2 1.6
H 0.7 1.4 0.5
H -0.5 -0.4 -0.4
H 1.8 1.3 0.2

From a natural (NBO) analysis of the wavefunction, the atomic charges in e read: -0.533 0.322 -0.775 -0.828 -0.768 -0.999 1.323 0.207 0.180 0.209 0.229 0.364 0.364 0.202 0.504